56
Properties=species:S:1:pos:R:3:mulliken_charge:R:1 method="wB97M-V/def2-TZVPD" homo_ev=-7.93 relative_energy_kcal_mol=128.7 lumo_energy_ha=-0.0238 gap_ev=7.28 e_tot_ev=-38394.1821
C -10.089 -0.256 1.233 -0.84
O -9.188 -1.145 0.620 -0.45
C -7.894 -0.750 0.456 0.76
C -7.047 -1.672 -0.161 -0.68
C -5.718 -1.382 -0.382 -0.35
C -5.200 -0.150 0.013 0.48
N -3.861 0.214 -0.176 -0.08
C -2.867 -0.479 -0.794 0.58
O -3.004 -1.564 -1.327 -0.69
C -1.546 0.217 -0.797 0.51
C -0.629 -0.146 -1.799 -1.24
C 0.611 0.422 -1.873 -0.54
C 1.044 1.395 -0.942 1.72
N 2.242 1.988 -1.039 -0.12
C 3.289 1.644 -1.968 -1.47
C 4.063 0.392 -1.536 -0.27
C 4.797 0.613 -0.212 -0.83
N 5.696 -0.490 0.078 0.08
C 6.748 -0.121 1.012 -0.55
C 7.712 -1.297 1.167 -0.64
O 7.049 -2.446 1.636 -0.38
C 6.008 -2.803 0.759 -0.74
C 5.004 -1.663 0.587 -0.34
C 0.122 1.733 0.089 -0.77
N 0.424 2.656 1.118 1.17
O -0.443 2.923 1.930 -0.68
O 1.547 3.159 1.166 -0.78
C -1.146 1.142 0.140 -0.75
C -6.043 0.768 0.629 -1.00
C -7.377 0.478 0.851 -0.36
H -9.785 -0.017 2.258 0.33
H -10.193 0.671 0.659 0.33
H -11.046 -0.774 1.255 0.24
H -7.458 -2.622 -0.463 0.40
H -5.076 -2.101 -0.860 0.50
H -3.632 1.133 0.176 0.07
H -0.935 -0.896 -2.512 0.45
H 1.282 0.117 -2.659 0.30
H 2.480 2.616 -0.276 0.32
H 2.867 1.495 -2.965 0.43
H 3.970 2.496 -2.015 0.49
H 4.798 0.142 -2.302 0.34
H 3.368 -0.443 -1.445 0.30
H 5.404 1.518 -0.300 0.40
H 4.070 0.771 0.603 0.29
H 7.291 0.740 0.615 0.37
H 6.337 0.143 2.002 0.33
H 8.487 -1.067 1.900 0.36
H 8.178 -1.508 0.192 0.35
H 5.525 -3.679 1.195 0.37
H 6.424 -3.064 -0.226 0.36
H 4.237 -1.970 -0.124 0.30
H 4.524 -1.452 1.560 0.30
H -1.772 1.425 0.974 0.62
H -5.654 1.727 0.944 0.31
H -7.996 1.218 1.333 0.38

118
Properties=species:S:1:pos:R:3:mulliken_charge:R:1 method="wB97M-V/def2-TZVPD" homo_ev=-9.47 lumo_energy_ha=-0.2799 gap_ev=1.85 charge=+1 e_tot_ev=-284640.6719
C 2.070 -2.822 -1.168 -1.11
C 2.495 -1.532 -1.812 1.06
C 3.244 -1.500 -3.127 -1.48
C 2.163 -0.335 -1.218 -0.05
C 1.511 0.721 -2.092 -0.82
C 0.023 0.281 -2.273 -0.69
C -0.690 1.322 -3.155 0.41
C -0.121 1.139 -4.606 -1.67
C -2.226 1.102 -3.284 -0.89
C -2.878 0.472 -2.017 -1.27
C -4.308 0.902 -1.828 0.34
C -5.396 0.294 -2.326 0.55
C -5.230 -0.979 -3.153 0.99
F -4.421 -0.728 -4.204 -0.32
F -4.622 -1.982 -2.458 -0.35
C -6.529 -1.596 -3.753 0.61
F -6.143 -2.667 -4.479 -0.33
F -7.071 -0.757 -4.622 -0.23
C -7.588 -2.196 -2.723 0.67
F -8.772 -1.677 -2.883 -0.07
F -7.717 -3.486 -2.977 -0.26
F -7.204 -2.159 -1.348 -0.13
C -6.723 0.965 -2.000 -0.24
O -7.627 1.109 -2.776 -0.41
C -6.837 1.554 -0.592 -0.05
C -5.752 2.140 -0.102 -0.98
C -4.525 2.164 -0.990 0.05
O -3.782 3.107 -1.042 -0.51
H 1.003 -2.981 -1.358 0.23
H 2.288 -2.833 -0.097 0.30
H 2.622 -3.637 -1.650 0.41
H 3.902 -0.629 -3.155 0.35
H 3.801 -2.426 -3.259 0.47
H 2.522 -1.354 -3.947 0.26
H 2.315 -0.144 -0.146 0.22
H 1.474 1.659 -1.530 0.39
H 2.032 0.829 -3.044 0.26
H -0.021 -0.709 -2.742 0.28
H -0.383 0.189 -1.260 0.53
H -0.451 2.351 -2.868 0.53
H 0.099 0.066 -4.706 0.37
H 0.823 1.665 -4.757 0.38
H -0.870 1.359 -5.367 0.45
H -2.724 2.061 -3.456 0.43
H -2.377 0.482 -4.169 0.38
H -2.318 0.892 -1.173 0.63
H -2.720 -0.605 -1.971 0.51
H -7.749 1.490 0.002 0.32
H -5.718 2.569 0.895 0.47
Al -7.634 -1.130 0.364 0.67
N 2.829 -0.659 2.395 1.07
O 2.391 0.517 2.258 -0.64
O 3.270 -1.025 3.494 -0.71
O 2.817 -1.440 1.428 -0.68
C 7.750 0.909 3.638 -0.83
C 8.806 0.666 4.441 0.31
C 9.358 -0.728 4.612 1.06
O 10.320 -0.894 5.330 -0.54
C 8.696 -1.815 3.903 -0.99
C 7.645 -1.566 3.110 0.22
C 7.118 -0.177 2.920 1.04
O 6.172 -0.003 2.169 -0.62
O 7.011 -2.530 2.449 -0.58
O 9.402 1.636 5.109 -0.51
H 7.345 1.902 3.502 0.58
H 9.087 -2.812 4.045 0.44
H 6.291 -2.094 1.956 0.31
H 10.134 1.229 5.617 0.19
C 8.258 0.994 -0.978 -1.07
C 7.446 1.772 0.115 0.36
O 8.276 2.218 1.004 -0.33
H 8.808 0.154 -0.556 0.31
H 7.566 0.599 -1.726 0.32
H 8.958 1.658 -1.478 0.34
H 6.670 1.019 0.472 0.06
H 6.814 2.511 -0.416 0.28
O -10.927 -0.293 -2.652 -0.48
S -11.111 0.923 -1.869 1.10
O -10.164 0.605 -0.607 -0.30
O -12.447 1.096 -1.361 -0.64
O -10.563 2.100 -2.501 -0.64
C -10.092 -2.765 -5.285 0.18
C -9.804 -3.866 -6.315 -0.88
C -11.028 -4.786 -6.355 -0.72
S -12.436 -3.769 -5.886 1.15
O -12.952 -4.256 -4.633 -0.66
O -13.284 -3.573 -7.032 -0.67
C -11.504 -2.273 -5.579 -0.80
H -9.368 -1.953 -5.348 0.11
H -10.050 -3.181 -4.278 0.03
H -9.650 -3.413 -7.296 0.37
H -8.900 -4.425 -6.068 0.31
H -11.198 -5.195 -7.348 0.41
H -10.946 -5.595 -5.631 0.37
H -11.949 -1.721 -4.752 0.37
H -11.532 -1.673 -6.488 0.43
Br 1.659 1.974 4.011 -0.01
C 1.095 0.785 5.428 -0.86
C 0.153 1.462 6.386 -0.32
Br 1.146 2.685 7.545 -0.04
H 2.002 0.424 5.904 0.31
H 0.599 -0.048 4.933 0.40
H -0.312 0.735 7.052 0.42
H -0.620 2.053 5.905 0.38
Al 3.756 2.670 7.139 0.65
F 11.405 0.988 7.341 -0.31
C 11.807 2.151 7.911 0.36
C 11.334 2.484 9.163 -0.50
C 11.750 3.672 9.745 -0.34
C 12.623 4.511 9.065 -0.52
C 13.085 4.161 7.804 -0.35
C 12.679 2.968 7.222 -0.31
H 10.648 1.820 9.673 0.42
H 11.394 3.944 10.730 0.37
H 12.944 5.439 9.520 0.38
H 13.762 4.815 7.273 0.36
H 13.035 2.673 6.244 0.42
Cl -10.536 1.588 0.879 -0.03

20
Properties=species:S:1:pos:R:3:lowdin_spin:R:1 method="wB97M-V/def2-TZVPD" homo_ev="-12.61 / -12.61" relative_energy_kcal_mol=49.3 lumo_energy_ha="-0.1591 / -0.3222" multiplicity=2 gap_ev="8.29 / 3.85" charge=+1 e_tot_ev=-16236.4317 s2=0.754
C 1.357 -0.319 5.634 0.05
S 2.371 -1.143 4.191 0.81
C 1.436 -0.336 2.819 0.07
H 1.613 -0.781 6.643 0.00
H 1.430 0.791 5.792 0.01
H 0.238 -0.678 5.323 0.02
H 0.577 0.024 3.427 0.00
H 1.005 -1.071 2.154 0.01
H 2.063 0.424 2.277 0.02
C -1.171 -0.281 -4.654 0.00
C -1.739 0.540 -3.509 0.00
C -0.750 0.668 -2.299 0.00
H -1.814 -0.130 -5.554 0.00
H -0.185 0.241 -4.817 0.00
H -0.813 -1.360 -4.350 0.00
H -1.720 1.513 -3.948 0.00
H -2.496 -0.163 -3.243 0.00
H -1.186 1.160 -1.430 0.00
H 0.115 1.177 -2.607 0.00
H -0.331 -0.275 -1.850 0.00

65
Properties=species:S:1:pos:R:3:mulliken_charge:R:1 method="wB97M-V/def2-TZVPD" homo_ev=-8.94 relative_energy_kcal_mol=0.0 lumo_energy_ha=-0.0229 gap_ev=8.31 e_tot_ev=-43730.0628
C -1.726 -1.844 3.614 -1.57
C -1.521 -0.885 2.443 0.58
C -2.766 -0.907 1.534 0.38
O -3.654 -1.714 1.722 -0.72
N -2.838 0.039 0.572 0.53
C -1.873 1.092 0.337 0.58
C -2.233 2.376 1.120 -0.59
O -1.631 3.535 0.592 -0.44
C -0.367 3.877 1.114 -0.84
C 0.712 2.835 0.814 0.66
O 1.994 3.402 0.996 -0.53
C 3.013 2.436 0.991 -0.40
C 3.266 1.811 -0.387 -0.72
O 2.262 0.867 -0.701 0.27
C 2.402 0.335 -1.996 -1.27
C 1.114 -0.369 -2.421 -0.03
O 0.224 0.576 -2.968 -0.39
C -0.738 0.051 -3.848 -0.83
C -1.778 -0.875 -3.209 -0.37
O -2.580 -0.119 -2.341 -0.26
C -3.507 -0.880 -1.592 -0.44
C -3.934 -0.059 -0.374 -1.25
N -0.315 -1.261 1.716 0.65
C 0.938 -0.809 2.114 -0.11
O 1.126 0.030 2.960 -0.67
C 1.917 -1.541 1.282 0.35
C 3.295 -1.496 1.258 -0.20
C 3.950 -2.326 0.354 -0.71
C 3.243 -3.170 -0.489 -0.64
C 1.853 -3.211 -0.466 -0.41
C 1.204 -2.383 0.427 -0.07
C -0.247 -2.182 0.680 0.60
O -1.184 -2.666 0.099 -0.60
H -0.849 -1.840 4.258 0.43
H -2.595 -1.536 4.187 0.39
H -1.904 -2.849 3.240 0.33
H -1.353 0.127 2.826 0.16
H -0.870 0.753 0.583 -1.28
H -1.885 1.328 -0.728 0.50
H -3.312 2.541 1.031 0.28
H -1.990 2.269 2.186 0.34
H -0.431 4.046 2.199 0.36
H -0.099 4.816 0.627 0.28
H 0.588 2.487 -0.219 0.16
H 0.614 1.980 1.495 -0.19
H 3.916 2.963 1.306 0.43
H 2.783 1.637 1.710 0.14
H 3.279 2.610 -1.142 0.40
H 4.251 1.318 -0.385 0.41
H 3.240 -0.380 -2.014 0.43
H 2.609 1.138 -2.717 0.40
H 0.673 -0.861 -1.546 -0.19
H 1.359 -1.134 -3.173 0.59
H -1.252 0.926 -4.252 0.35
H -0.244 -0.497 -4.667 0.44
H -1.288 -1.693 -2.659 0.30
H -2.388 -1.323 -4.011 0.40
H -3.045 -1.813 -1.242 0.30
H -4.381 -1.130 -2.211 0.44
H -4.227 0.943 -0.689 0.41
H -4.766 -0.561 0.122 0.55
H 3.840 -0.842 1.920 0.51
H 5.029 -2.317 0.311 0.43
H 3.781 -3.808 -1.175 0.41
H 1.297 -3.864 -1.120 0.53

42
Properties=species:S:1:pos:R:3:mulliken_charge:R:1 method="wB97M-V/def2-TZVPD" homo_ev=-11.84 relative_energy_kcal_mol=0.0 lumo_energy_ha=-0.1499 gap_ev=7.76 charge=+1 e_tot_ev=-89068.3278
Al 0.702 -0.044 -0.547 0.44
Cl 3.855 5.042 -4.412 -0.18
C 3.262 3.638 -3.603 0.03
C 3.753 2.372 -3.970 -0.41
C 3.310 1.225 -3.357 -0.81
C 2.348 1.296 -2.343 0.33
O 1.928 0.183 -1.771 -0.53
C 1.860 2.573 -1.965 1.14
C 0.917 2.717 -0.925 0.03
O 0.416 1.771 -0.259 -0.48
C 2.330 3.741 -2.613 -0.96
H 4.496 2.310 -4.755 0.43
H 3.690 0.255 -3.645 0.48
H 0.585 3.723 -0.660 0.39
H 1.947 4.709 -2.316 0.45
F -3.055 -2.226 -1.477 -0.27
C -3.155 -1.275 -0.544 0.68
F -2.891 -1.850 0.654 -0.18
F -4.394 -0.822 -0.522 -0.26
C -2.121 -0.144 -0.758 0.48
O -2.449 1.007 -0.715 -0.53
O -0.916 -0.641 -0.903 -0.02
Cl -0.053 -4.129 0.680 -0.11
C 0.010 -3.696 -1.024 -0.01
Cl 1.367 -2.598 -1.385 -0.09
H -0.900 -3.178 -1.295 -0.08
H 0.168 -4.590 -1.614 0.42
C -0.229 -2.456 3.709 -1.01
N -0.765 -1.201 3.222 0.10
C -2.093 -0.740 3.645 -0.59
C -2.294 0.557 2.841 -0.67
N -1.069 0.612 2.042 0.00
C -0.255 -0.407 2.298 0.66
S 1.294 -0.661 1.563 -0.48
H -0.134 -2.413 4.794 0.29
H 0.746 -2.635 3.268 0.36
H -0.901 -3.271 3.438 0.34
H -2.103 -0.576 4.722 0.43
H -2.833 -1.502 3.400 0.34
H -2.367 1.434 3.483 0.41
H -3.170 0.520 2.196 0.25
H -0.835 1.372 1.421 0.19

26
Properties=species:S:1:pos:R:3:mulliken_charge:R:1 method="wB97M-V/def2-TZVPD" homo_ev=-9.27 relative_energy_kcal_mol=10.5 lumo_energy_ha=0.0245 gap_ev=9.93 e_tot_ev=-29107.2487
C 3.813 -1.527 0.087 -0.98
Si 3.681 0.353 -0.161 0.25
Si 1.561 1.190 0.195 0.24
Si -0.079 -0.159 -0.736 0.02
C -1.909 0.163 -0.028 1.75
C -1.987 0.543 1.391 -1.78
C -2.523 1.299 -0.855 -2.05
C -2.624 -1.191 -0.207 -1.59
H 4.781 -1.979 0.237 0.36
H 3.092 -2.025 0.822 0.31
H 3.421 -1.874 -0.843 0.30
H 4.620 0.998 0.875 -0.13
H 4.230 1.048 -1.421 -0.10
H 1.291 2.644 0.315 -0.12
H 1.331 0.850 1.693 -0.09
H -0.031 -1.622 -0.531 -0.12
H -0.387 -0.402 -2.328 -0.06
H -1.372 -0.126 2.080 0.39
H -1.683 1.521 1.715 0.43
H -2.962 0.372 1.798 0.44
H -2.707 1.003 -1.810 0.54
H -1.818 2.055 -0.799 0.52
H -3.466 1.705 -0.530 0.41
H -3.633 -1.093 -0.517 0.41
H -2.054 -1.831 -1.038 0.31
H -2.587 -1.917 0.598 0.37

46
Properties=species:S:1:pos:R:3:lowdin_spin:R:1 method="wB97M-V/def2-TZVPD" homo_ev="2.66 / 0.35" lumo_energy_ha="0.1642 / 0.1641" multiplicity=5 gap_ev="1.81 / 4.11" charge=-2 e_tot_ev=-60041.3070 s2=6.106
C 2.311 -4.217 -2.849 0.00
C 2.257 -2.954 -1.993 0.00
C 3.696 -2.504 -1.761 0.00
C 1.401 -1.868 -2.703 0.00
C 1.094 -0.623 -1.851 0.00
O 0.971 0.486 -2.378 0.00
N 0.975 -0.807 -0.489 0.00
C 1.153 -2.001 0.156 0.00
O 1.026 -2.077 1.377 0.00
C 1.501 -3.228 -0.669 0.00
H 1.310 -4.612 -3.058 0.00
H 2.802 -4.013 -3.810 0.00
H 2.884 -4.999 -2.338 0.00
H 3.794 -1.602 -1.145 0.00
H 4.262 -3.306 -1.264 0.00
H 4.198 -2.308 -2.721 0.00
H 1.864 -1.547 -3.647 0.00
H 0.438 -2.332 -2.979 0.00
H 0.560 -3.743 -0.917 0.00
H 2.063 -3.922 -0.040 0.00
C 1.550 1.252 0.825 0.09
C 0.639 2.032 1.600 0.45
C -0.536 1.569 2.203 0.06
C -1.368 2.350 3.152 0.10
C -2.594 1.629 3.391 0.08
C -2.596 0.444 2.543 0.07
C -1.369 0.408 1.795 0.09
Fe -2.329 2.105 1.482 2.66
C -3.329 1.936 -0.213 0.04
C -2.058 2.595 -0.429 0.03
C -2.007 3.764 0.429 0.04
C -3.243 3.822 1.182 0.04
C -4.067 2.696 0.780 0.02
H 1.980 1.840 0.004 0.01
H 2.384 0.888 1.454 0.04
H 1.080 0.207 0.248 0.00
H 0.934 3.048 1.865 0.03
H -1.008 3.252 3.652 0.01
H -3.343 1.926 4.117 0.02
H -3.368 -0.320 2.473 0.02
H -1.003 -0.377 1.144 0.01
H -3.721 1.110 -0.792 0.01
H -1.320 2.321 -1.180 0.01
H -1.225 4.514 0.446 0.01
H -3.542 4.627 1.842 0.01
H -5.103 2.535 1.065 0.01

13
Properties=species:S:1:pos:R:3:mulliken_charge:R:1 method="wB97M-V/def2-TZVPD" homo_ev=-8.82 relative_energy_kcal_mol=137.0 lumo_energy_ha=0.0376 gap_ev=9.85 e_tot_ev=-6782.5704
C -0.420 0.693 -1.152 -0.70
C 0.551 -0.145 -1.394 -0.22
C 0.851 -0.878 0.084 -0.17
C 0.441 0.459 0.951 -0.68
C -0.877 0.326 0.299 0.08
N -0.666 -1.188 0.364 -0.61
H -0.716 1.464 -1.745 0.46
H 0.677 -0.152 -2.643 0.22
H 1.403 -1.750 0.018 0.45
H 1.025 1.351 0.739 0.29
H 0.261 0.443 2.151 0.20
H -1.868 0.531 0.746 0.38
H -0.662 -1.154 1.583 0.28